12
Properties=species:S:1:pos:R:3:forces:R:3:nbo_charge:R:1 method="wB97M-V/def2-TZVPD" lumo_energy_ev=0.8 total_charge=0 homo_energy_ev=-8.890 relative_energy_kcal_mol=65.9 smiles="CC=C=O.C#C"
C -1.573528 0.230376 0.069444 -0.04 -0.12 -0.02 -0.605
C -0.733174 1.473846 -0.091675 0.18 0.07 -0.09 -0.541
C 0.472542 1.520654 -0.606557 0.53 0.13 -0.23 0.719
O 1.552321 1.607088 -1.057598 -0.91 -0.10 0.34 -0.486
C 1.977139 -1.255089 0.171854 -0.22 -0.52 0.12 -0.239
C 1.392929 -2.280545 0.405870 0.35 0.43 -0.10 -0.250
H -2.525596 0.340163 -0.461271 0.15 -0.03 0.07 0.214
H -1.799055 0.037766 1.124721 0.07 0.07 -0.17 0.215
H -1.061812 -0.651523 -0.324385 -0.05 0.17 0.05 0.228
H -1.116237 2.445042 0.208128 0.04 -0.10 0.01 0.259
H 2.498066 -0.346551 -0.046884 -0.11 -0.18 0.05 0.248
H 0.912579 -3.210828 0.616638 0.03 0.18 -0.03 0.237